Entry 1:
This record from the Open Molecules 2025 dataset describes C2F3LuNO3S2 as an isolated structure in a non-equilibrium geometry. The level of theory is ωB97M-V with the def2-TZVPD basis set.

Each line ends with the Löwdin charge.
Positions of all 12 atoms, in Å:
N: -0.631 -1.128 1.433  -0.8056
S: -0.715 -2.200 0.041  0.2019
S: -0.505 0.391 1.186  0.9508
C: -1.879 1.022 -0.004  -0.7767
F: -1.664 0.880 -1.303  0.0826
F: -3.008 0.400 0.312  0.1163
F: -2.033 2.324 0.250  0.1102
O: 2.613 1.335 1.455  0.1473
C: 2.342 0.698 0.479  -0.6100
O: 2.881 -0.106 -0.282  -0.1275
O: 0.678 0.638 -0.021  -0.6361
Lu: 1.070 -1.113 -1.643  1.3467

Properties
- 2S+1 = 2
- LUMO (spin up / spin down) (eV) = -0.800 / -1.928
- HOMO (spin up / spin down) (eV) = -7.500 / -8.630
- total energy (eV) = -73147.6195

Entry 2:
This record from the Open Molecules 2025 dataset describes one molecule with the formula C2F3NO2 in a non-equilibrium geometry. The level of theory is ωB97M-V with the def2-TZVPD basis set.

Each line ends with the Löwdin charge.
Positions of all 8 atoms, in Å:
C: -0.761 0.340 0.332  -0.3281
C: 1.079 -0.552 -0.942  -0.4047
N: -0.517 0.237 1.587  -0.0069
O: -1.256 0.908 2.313  0.0191
O: -0.062 -0.071 -0.686  0.2422
F: -1.853 0.930 -0.191  0.1642
F: 1.307 -0.665 -2.219  0.1803
F: 2.064 -1.127 -0.194  0.1339

Properties
- 2S+1 = 3
- LUMO (spin up / spin down) (eV) = 0.321 / -2.231
- HOMO (spin up / spin down) (eV) = -7.762 / -9.698
- energy relative to the best compared isomer or geometry (same formula, charge and spin) (kJ/mol) = 131.9
- total energy (eV) = -15804.2277

Entry 3:
This record from the Open Molecules 2025 dataset describes C2F3NO5S2Sc as an isolated structure in a non-equilibrium geometry. The level of theory is ωB97M-V with the def2-TZVPD basis set.

Each line ends with the Löwdin charge.
Positions of all 14 atoms, in Å:
Sc: -1.474 0.669 -2.028  1.1174
N: -0.072 0.057 1.154  -0.5308
S: -0.703 1.638 0.881  0.7660
O: -1.910 1.399 -0.199  -0.8251
S: 0.828 -0.534 0.011  0.5775
O: 0.414 -0.142 -1.384  -0.4747
O: 1.068 -1.967 0.202  -0.2959
C: 2.565 0.180 0.085  -0.6987
F: 2.574 1.472 -0.208  0.1329
F: 3.046 0.015 1.310  0.1468
F: 3.352 -0.458 -0.773  0.1439
O: -2.751 -1.152 -0.677  0.1105
C: -3.206 -0.696 0.307  -0.4196
O: -3.731 -0.481 1.319  0.2499

Properties
- 2S+1 = 2
- LUMO (spin up / spin down) (eV) = -1.653 / -1.511
- HOMO (spin up / spin down) (eV) = -7.766 / -7.786
- total energy (eV) = -64323.9674

Entry 4:
This record from the Open Molecules 2025 dataset describes a 2-piece molecular cluster, C2F5I overall in a non-equilibrium geometry. The level of theory is ωB97M-V with the def2-TZVPD basis set.

Each line ends with the Löwdin charge.
Positions of all 8 atoms, in Å:
C: 1.011 -0.761 -0.004  -0.5136
C: -1.077 0.778 0.074  -1.0375
F: 1.521 -0.852 1.204  0.1438
F: 1.715 0.130 -0.653  0.1247
F: 1.005 -1.841 -0.755  0.1361
F: -0.705 1.424 1.143  0.0585
F: -0.829 1.541 -0.950  0.0387
I: -2.641 -0.418 -0.059  1.0492

Properties
- LUMO (spin up / spin down) (eV) = -0.294 / -0.370
- HOMO (spin up / spin down) (eV) = -9.356 / -8.534
- energy relative to the best compared isomer or geometry (same formula, charge and spin) (kJ/mol) = 333.0
- total energy (eV) = -23758.3087